[1]
Here is a structure of composition C16H21Cl3MoO from the OMol25 dataset. Energies are from ωB97M-V/def2-TZVPD.

Geometry as XYZ:
```
42
Properties=species:S:1:pos:R:3:nbo_charge:R:1
C 0.758 -1.413 -1.643 -0.037
C 1.956 -0.826 -1.155 -0.031
C 1.828 0.592 -1.191 -0.051
C 3.207 -1.582 -0.863 -0.628
C 0.569 0.914 -1.846 -0.108
C -0.109 -0.342 -2.118 -0.139
C -1.397 -0.550 -2.832 -0.611
C 0.539 -2.870 -1.865 -0.634
C 2.914 1.548 -0.841 -0.632
C 0.035 2.273 -2.102 -0.636
Mo -0.076 0.014 0.071 0.765
Cl 2.053 -1.433 2.081 -0.870
Cl -1.424 -1.818 0.558 -0.426
Cl 0.499 1.909 1.289 -0.398
H 3.004 -2.566 -0.423 0.240
H 3.869 -1.035 -0.184 0.239
H 3.750 -1.744 -1.810 0.170
H 3.452 1.212 0.052 0.243
H 2.518 2.544 -0.644 0.230
H 3.640 1.620 -1.662 0.185
H 0.720 3.034 -1.727 0.220
H -0.960 2.416 -1.657 0.254
H -0.049 2.410 -3.180 0.181
H -2.265 -0.536 -2.162 0.209
H -1.354 -1.509 -3.347 0.204
H -1.503 0.231 -3.580 0.200
H 0.977 -3.451 -1.046 0.240
H 1.009 -3.206 -2.798 0.187
H -0.524 -3.100 -1.922 0.229
O -1.819 0.992 -0.118 -0.933
H -2.504 0.589 -0.686 0.460
C -2.881 0.711 4.474 -0.298
C -1.616 0.164 4.756 -0.256
C -0.729 -0.090 3.684 -0.357
C -1.165 0.256 2.433 0.189
C -2.360 0.817 2.130 -0.444
C -3.265 1.018 3.148 -0.238
H -3.584 0.895 5.297 0.163
H -1.321 -0.050 5.790 0.174
H 0.238 -0.548 3.804 0.243
H -2.383 1.097 0.915 0.342
H -4.247 1.412 2.920 0.160
```

Computed properties:
Highest occupied orbital energy (spin up / spin down)   0.687 / -0.104 eV
F_max   0.0905 Eh/bohr
HOMO-LUMO gap (spin up / spin down)   0.169 / 0.197 Eh
Net charge   -2
Multiplicity   3
ΔE to the lowest compared entry with this formula, charge and spin   0.0 kcal/mol


[2]
Here is a cluster of 3 separate species, C16H21Cl3N2O4 in total from the OMol25 dataset. Energies are from ωB97M-V/def2-TZVPD.

Geometry as XYZ:
```
46
Properties=species:S:1:pos:R:3:nbo_charge:R:1
C -5.747 -1.488 2.172 -0.620
C -6.147 -0.685 0.896 -0.324
C -5.204 0.559 0.482 -0.420
C -3.977 -0.042 -0.095 -0.470
C -3.138 0.987 -0.669 -0.296
C -1.931 0.646 -1.164 -0.431
C -0.998 -0.126 -0.120 -0.409
C 0.402 -0.218 -1.078 0.751
O 0.678 0.173 -2.153 -0.559
N 1.342 -0.989 -0.185 -0.680
C 2.527 -1.163 -0.629 0.178
C 2.627 -2.795 -0.611 0.011
Cl 4.322 -3.581 -1.262 -0.090
Cl 2.636 -3.262 1.236 -0.045
Cl 1.425 -3.693 -1.552 0.050
O 3.565 -0.856 0.235 -0.443
C 4.179 0.242 -0.113 0.332
C 3.584 1.239 -1.020 -0.313
C 4.345 2.616 -1.396 -0.103
C 5.362 2.915 -0.531 -0.290
C 5.873 1.996 0.194 -0.126
C 5.183 0.876 0.693 -0.015
N 5.881 0.040 1.595 0.498
O 5.125 -0.849 2.256 -0.406
O 7.058 0.278 1.549 -0.325
H 6.895 2.265 0.831 0.249
H 5.879 3.631 -0.841 0.204
H 3.848 3.343 -2.091 0.229
H 2.645 1.016 -1.538 0.227
H 2.688 -1.129 -1.641 0.244
H 1.052 -1.138 0.700 0.419
H -0.769 0.567 0.491 0.214
H -1.286 -0.925 0.034 0.176
H -1.391 1.487 -1.635 0.231
H -2.146 0.021 -2.058 0.204
H -2.876 1.986 0.387 0.100
H -3.712 1.789 -1.380 0.233
H -3.503 -0.571 0.952 0.213
H -4.243 -0.618 -0.907 0.214
H -5.980 1.220 -0.141 0.230
H -5.093 1.015 1.546 0.215
H -7.415 -0.180 1.391 0.136
H -6.538 -1.378 0.070 0.207
H -5.658 -0.980 2.966 0.196
H -4.983 -1.952 1.770 0.195
H -6.384 -2.292 2.366 0.210
```

Computed properties:
Highest occupied orbital energy   -9.356 eV
F_max   0.3436 Eh/bohr
HOMO-LUMO gap   0.311 Eh
ΔE to the lowest compared entry with this formula, charge and spin   338.1 kcal/mol


[3]
Here is a structure of composition C16H21InNO8 from the OMol25 dataset. Energies are from ωB97M-V/def2-TZVPD.

Geometry as XYZ:
```
47
Properties=species:S:1:pos:R:3:mulliken_charge:R:1
In -2.517 7.173 -14.184 1.322
C -1.415 5.044 -15.521 0.699
O -2.180 5.028 -14.574 -0.620
O -0.330 4.498 -15.661 -0.743
O -1.112 6.227 -15.842 -0.711
C -6.508 7.847 -15.350 -0.799
C -5.120 7.675 -14.908 1.146
C -4.481 8.969 -14.205 0.557
O -3.397 8.695 -13.670 -0.712
C -5.199 10.246 -14.091 -0.525
C -6.421 10.367 -14.632 0.210
C -7.013 9.092 -15.393 0.168
O -8.177 9.124 -16.068 -0.731
O -6.950 11.548 -14.609 -0.696
O -4.349 6.694 -15.110 -0.777
H -7.103 7.104 -15.860 0.469
H -4.582 11.020 -13.660 0.452
C -4.221 3.924 -11.231 -1.565
C -4.561 4.981 -12.299 1.508
C -6.022 5.466 -12.340 -0.980
C -6.460 6.329 -11.124 -0.961
C -5.487 7.468 -10.911 -1.381
C -3.966 7.149 -10.980 1.567
N -3.758 6.232 -12.111 1.125
O -2.393 6.138 -12.382 -0.447
C -3.356 8.479 -11.261 -2.492
C -3.373 6.531 -9.596 -1.573
C -4.315 4.386 -13.698 -2.248
H -5.118 3.908 -10.612 0.385
H -3.379 4.252 -10.622 0.194
H -4.224 2.926 -11.670 0.460
H -6.233 6.128 -13.180 -0.059
H -6.679 4.601 -12.430 0.592
H -6.253 5.684 -10.270 0.317
H -7.508 6.628 -11.108 0.401
H -5.727 7.745 -9.884 0.459
H -5.940 8.300 -11.449 0.461
H -3.613 9.084 -10.392 0.616
H -2.285 8.427 -11.458 0.301
H -3.825 9.011 -12.089 0.537
H -2.365 6.117 -9.619 0.246
H -3.385 7.283 -8.807 0.434
H -4.093 5.786 -9.257 0.466
H -4.994 3.640 -14.110 0.437
H -3.363 3.856 -13.725 0.566
H -4.238 5.223 -14.391 0.557
H -1.995 5.643 -11.662 0.366
```

Computed properties:
Highest occupied orbital energy   -4.383 eV
F_max   0.2002 Eh/bohr
HOMO-LUMO gap   0.221 Eh
Net charge   -1
ΔE to the lowest compared entry with this formula, charge and spin   50.1 kcal/mol


[4]
Here is an isolated molecule of C16H21N3O2S from the OMol25 dataset. Energies are from ωB97M-V/def2-TZVPD.

Geometry as XYZ:
```
43
Properties=species:S:1:pos:R:3:nbo_charge:R:1
C -3.962 -0.146 -2.507 -0.615
H -2.941 -0.231 -2.870 0.221
H -4.167 0.899 -2.284 0.197
H -4.639 -0.475 -3.290 0.213
C -4.139 -1.017 -1.266 -0.217
N -3.254 -0.601 -0.190 -0.445
C -2.059 -1.219 -0.081 0.672
O -1.710 -2.107 -0.835 -0.621
C -1.134 -0.755 1.035 -0.631
H -1.636 -0.648 1.994 0.231
H -0.291 -1.446 1.107 0.307
S -0.390 0.854 0.615 0.234
C 1.275 0.385 0.274 0.338
N 1.626 -0.813 0.562 -0.552
C 2.912 -1.200 0.310 0.264
C 3.308 -2.508 0.606 -0.241
C 4.603 -2.899 0.360 -0.172
C 5.529 -2.006 -0.180 -0.235
C 5.153 -0.716 -0.476 -0.137
C 3.843 -0.299 -0.235 -0.227
C 3.431 1.064 -0.538 0.665
O 4.148 1.929 -0.997 -0.604
N 2.082 1.341 -0.259 -0.439
C 1.611 2.689 -0.524 -0.233
C 1.708 3.568 0.718 -0.618
H 1.098 3.165 1.522 0.211
H 2.742 3.627 1.049 0.221
H 1.359 4.569 0.482 0.218
H 2.253 3.091 -1.312 0.248
H 0.580 2.636 -0.881 0.214
H 5.848 -0.003 -0.895 0.234
H 6.542 -2.331 -0.366 0.216
H 4.909 -3.910 0.586 0.216
H 2.580 -3.188 1.019 0.226
C -3.739 0.445 0.685 -0.207
C -4.533 -0.115 1.865 -0.616
H -3.918 -0.777 2.470 0.205
H -4.888 0.699 2.491 0.214
H -5.392 -0.682 1.513 0.210
H -4.383 1.101 0.094 0.205
H -2.904 1.049 1.045 0.202
H -3.892 -2.052 -1.511 0.238
H -5.170 -0.970 -0.908 0.187
```

Computed properties:
Highest occupied orbital energy   -8.310 eV
F_max   0.0182 Eh/bohr
HOMO-LUMO gap   0.325 Eh
Structure (SMILES)   CCN(CC)C(=O)CSc1nc2ccccc2c(=O)n1CC
ΔE to the lowest compared entry with this formula, charge and spin   0.0 kcal/mol


[5]
Here is a structure of composition C16H21N3O2S from the OMol25 dataset. Energies are from ωB97M-V/def2-TZVPD.

Geometry as XYZ:
```
43
Properties=species:S:1:pos:R:3:nbo_charge:R:1
C -6.414 -1.929 -0.302 -0.689
C -6.716 -0.473 -0.534 -0.055
O -6.078 0.510 0.344 -0.543
C -4.813 0.622 0.134 -0.034
C -3.948 -0.343 0.963 -0.393
C -2.605 0.085 0.959 0.038
N -1.773 -0.725 0.535 -0.248
N -0.490 -0.061 0.121 -0.323
C -0.416 1.147 0.598 0.205
N 0.779 1.868 0.698 -0.647
C 2.005 1.897 0.344 0.737
O 2.713 2.730 0.339 -0.545
C 2.416 0.157 -0.340 -0.227
C 3.707 -0.158 0.333 -0.086
C 4.810 0.496 0.425 -0.247
C 5.912 -0.128 1.123 -0.179
C 6.067 -1.629 1.234 -0.178
C 4.868 -2.283 1.007 -0.210
C 3.846 -1.515 0.425 -0.169
H 2.834 -2.176 0.413 0.197
H 4.884 -3.304 0.979 0.207
H 6.823 -1.843 1.680 0.173
H 6.851 0.622 1.253 0.209
H 4.731 1.631 0.595 0.240
H 1.578 -0.171 -0.208 0.212
C 2.494 0.454 -1.785 -0.412
C 3.539 1.118 -2.332 -0.540
H 3.526 2.464 -1.936 0.134
H 4.419 0.833 -1.991 0.207
H 3.466 1.345 -3.339 0.220
H 1.452 0.926 -2.152 0.200
H 2.484 -0.609 -2.288 0.200
H 0.624 2.892 1.087 0.388
S -1.909 1.621 1.325 0.356
H -4.132 -1.299 0.941 0.232
H -4.232 0.265 2.177 0.167
H -4.561 0.453 -1.052 0.153
H -4.704 1.741 0.626 0.198
H -6.709 -0.087 -1.548 0.193
H -8.050 -0.223 -0.214 0.169
H -5.360 -2.165 -0.554 0.217
H -7.258 -2.470 -0.762 0.244
H -6.659 -2.285 0.680 0.230
```

Computed properties:
Highest occupied orbital energy   -8.109 eV
F_max   0.2992 Eh/bohr
HOMO-LUMO gap   0.309 Eh
ΔE to the lowest compared entry with this formula, charge and spin   358.6 kcal/mol


Per-record E, eV: -58403.3370 -65653.5305 -39968.7810 -36334.8623 -36319.3131